{
  "formula": "C32H88N8O8",
  "method": "ωB97M-V/def2-TZVPD",
  "lumo_ev": 0.55,
  "homo_lumo_gap_ev": 8.88,
  "relative_energy_kj_mol": 625.6,
  "species": ["C", "O", "C", "C", "C", "N", "H", "H", "H", "H", "H", "H", "H", "H", "H", "H", "H", "C", "O", "C", "C", "C", "N", "H", "H", "H", "H", "H", "H", "H", "H", "H", "H", "H", "C", "O", "C", "C", "C", "N", "H", "H", "H", "H", "H", "H", "H", "H", "H", "H", "H", "C", "O", "C", "C", "C", "N", "H", "H", "H", "H", "H", "H", "H", "H", "H", "H", "H", "C", "O", "C", "C", "C", "N", "H", "H", "H", "H", "H", "H", "H", "H", "H", "H", "H", "C", "O", "C", "C", "C", "N", "H", "H", "H", "H", "H", "H", "H", "H", "H", "H", "H", "C", "O", "C", "C", "C", "N", "H", "H", "H", "H", "H", "H", "H", "H", "H", "H", "H", "C", "O", "C", "C", "C", "N", "H", "H", "H", "H", "H", "H", "H", "H", "H", "H", "H"],
  "coordinates": [[30.4156, -19.0892, -13.1030], [28.9813, -19.2282, -13.3181], [28.0846, -18.6546, -12.3885], [26.6892, -19.0647, -12.9399], [25.5774, -18.4423, -12.1270], [26.4229, -20.5308, -13.1781], [30.6160, -18.4300, -12.2584], [30.9664, -18.7622, -13.9849], [30.8201, -20.0699, -12.8526], [28.1089, -19.0967, -11.3924], [28.2368, -17.5755, -12.3675], [26.5340, -18.5058, -13.8628], [25.9179, -17.4137, -12.0084], [25.4292, -18.9385, -11.1678], [24.5596, -18.3022, -12.4908], [27.2389, -20.7370, -13.7365], [25.6008, -20.7080, -13.7374], [21.4399, -23.2856, -16.5269], [22.6941, -23.5132, -15.9875], [23.2213, -22.4516, -15.1773], [23.8330, -21.2167, -15.9232], [25.0394, -21.6088, -16.7330], [24.1606, -20.0910, -15.0584], [20.7404, -23.2262, -15.6930], [21.0094, -24.2115, -16.9082], [21.4393, -22.5256, -17.3083], [22.4538, -22.0498, -14.5157], [24.0072, -22.9082, -14.5757], [23.1312, -20.8036, -16.6477], [25.4462, -20.8284, -17.3762], [24.7652, -22.4063, -17.4236], [25.8334, -22.0178, -16.1082], [24.6698, -19.5607, -15.7509], [23.4670, -19.4445, -14.7105], [21.6897, -19.0851, -19.0227], [22.0841, -18.7198, -20.3249], [21.2802, -19.1958, -21.3715], [21.9753, -18.6738, -22.6246], [22.2239, -17.1650, -22.5486], [21.0159, -18.8966, -23.6956], [21.0242, -18.3169, -18.6289], [22.5732, -19.2788, -18.4144], [21.2654, -20.0888, -18.9971], [21.3242, -20.2842, -21.4097], [20.2244, -18.9279, -21.3310], [22.9270, -19.1626, -22.8325], [23.0239, -16.7121, -21.9629], [21.3559, -16.5934, -22.2202], [22.3142, -16.8402, -23.5852], [20.9068, -19.8741, -23.9249], [20.0397, -18.6616, -23.5863], [24.5903, -14.6850, -10.8838], [24.5558, -15.0325, -9.5757], [24.8492, -16.4693, -9.4311], [24.5747, -16.9659, -8.0350], [24.9686, -18.4580, -7.9564], [23.1032, -16.8113, -7.8454], [24.0065, -15.3419, -11.5286], [25.5243, -14.6639, -11.4454], [24.1084, -13.7118, -10.9772], [24.1178, -16.9132, -10.1065], [25.9264, -16.5189, -9.5902], [25.1100, -16.4031, -7.2702], [25.3836, -18.8508, -8.8846], [24.1806, -19.1771, -7.7327], [25.6814, -18.5134, -7.1335], [23.0869, -15.8483, -7.5413], [22.6944, -17.2989, -7.0610], [23.0057, -13.9837, -19.6359], [24.0342, -13.1586, -20.1078], [25.2387, -13.4204, -19.4418], [26.3266, -12.4770, -19.9521], [27.4726, -12.5108, -18.9634], [25.6436, -11.1920, -19.9167], [23.1439, -14.1342, -18.5652], [22.7278, -14.7758, -20.3312], [22.0518, -13.4597, -19.6946], [25.2338, -13.4284, -18.3518], [25.6871, -14.3812, -19.6946], [26.6212, -12.7170, -20.9738], [28.2843, -11.8880, -19.3393], [27.9219, -13.4900, -18.7976], [27.1991, -12.0184, -18.0303], [24.7760, -11.2650, -20.4284], [26.1212, -10.5177, -20.4975], [23.9559, -16.8291, -14.8031], [24.2931, -17.4684, -16.0178], [25.3755, -16.8226, -16.7658], [25.5150, -17.3740, -18.1735], [26.7560, -16.7931, -19.0118], [24.2886, -17.2900, -18.9274], [23.2459, -17.4878, -14.3029], [23.4803, -15.8600, -14.9535], [24.7298, -16.7795, -14.0371], [25.2568, -15.7412, -16.6981], [26.3480, -16.7423, -16.2800], [25.6502, -18.4459, -18.0294], [26.8240, -15.7936, -18.5822], [26.4825, -16.7101, -20.0636], [27.7615, -17.1014, -18.7253], [23.4316, -17.6399, -18.5233], [24.3140, -17.5862, -19.8926], [33.8441, -13.5008, -22.9106], [32.4003, -13.4511, -22.7314], [31.9060, -14.7413, -22.3803], [30.3510, -14.5961, -22.0554], [29.7600, -15.8485, -21.4295], [29.6409, -14.6368, -23.4038], [34.2452, -12.5466, -22.5689], [34.1888, -13.7079, -23.9236], [34.3625, -14.2099, -22.2652], [32.2328, -15.4320, -23.1576], [32.4609, -15.1057, -21.5158], [30.0424, -13.6529, -21.6046], [30.2152, -16.7306, -21.8797], [28.6700, -15.8623, -21.4306], [30.1166, -15.7930, -20.4010], [29.7271, -15.5096, -23.9046], [30.0666, -13.9840, -24.0462], [28.7921, -19.5386, -17.8970], [29.3604, -20.2119, -16.7923], [29.1647, -21.6417, -16.8490], [29.6628, -22.2573, -15.5583], [29.7229, -23.7860, -15.4141], [28.7682, -21.7787, -14.4984], [28.6062, -20.2399, -18.7105], [29.4974, -18.7383, -18.1206], [27.8140, -19.1209, -17.6584], [28.1910, -21.9792, -17.2043], [29.8515, -21.8664, -17.6651], [30.6964, -21.9184, -15.4882], [29.3901, -24.1820, -14.4547], [30.7450, -24.1243, -15.5843], [29.2081, -24.3117, -16.2184], [28.5994, -20.7860, -14.5772], [29.0582, -21.9296, -13.5428]],
  "mulliken_charge": [-1.02, -0.17, -1.00, 1.63, -1.66, -0.83, 0.46, 0.24, 0.26, 0.47, 0.49, -0.48, 0.33, 0.25, 0.43, 0.54, 0.38, -0.61, -0.38, -0.92, 1.40, -1.67, -0.34, 0.33, 0.31, 0.12, 0.51, 0.28, -0.27, 0.29, 0.61, 0.25, -0.07, 0.12, -0.46, -0.16, -0.83, 0.65, -1.39, -0.77, 0.34, -0.21, 0.40, 0.39, 0.32, 0.29, 0.20, 0.27, 0.45, 0.26, 0.25, -0.70, -0.43, -0.67, 0.50, -1.13, -0.80, 0.24, 0.29, 0.35, 0.29, 0.37, 0.46, 0.15, 0.35, 0.29, 0.24, 0.23, -0.41, -0.44, -0.44, 0.84, -1.56, -0.82, 0.29, 0.00, 0.31, 0.25, 0.02, 0.37, 0.38, 0.23, 0.43, 0.25, 0.27, -1.39, -0.09, -0.88, 1.83, -1.46, -0.25, 0.45, 0.43, 0.44, 0.56, 0.45, -0.95, 0.13, 0.40, 0.31, -0.04, 0.20, -0.79, -0.34, -0.80, 0.68, -1.56, -0.77, 0.27, 0.29, 0.34, 0.33, 0.42, 0.31, 0.37, 0.47, 0.32, 0.24, 0.24, -0.66, -0.43, -0.79, 0.59, -1.46, -0.55, 0.36, 0.33, 0.07, 0.26, 0.52, 0.18, 0.39, 0.37, 0.32, -0.10, 0.18]
}


{
  "formula": "C15H31F5N3NbO10P",
  "method": "ωB97M-V/def2-TZVPD",
  "charge": -1,
  "lumo_ev": 1.55,
  "homo_lumo_gap_ev": 7.43,
  "relative_energy_kj_mol": 136.2,
  "species": ["C", "C", "N", "Nb", "C", "C", "C", "F", "F", "F", "C", "O", "C", "C", "O", "C", "C", "O", "C", "C", "N", "C", "O", "F", "C", "O", "F", "P", "O", "O", "O", "H", "H", "H", "H", "H", "H", "H", "H", "H", "H", "H", "H", "H", "H", "H", "H", "H", "H", "H", "H", "H", "H", "H", "H", "H", "H", "H", "H", "C", "N", "O", "O", "H", "H", "H"],
  "coordinates": [[5.8952, 0.0858, -0.2441], [4.4548, 0.0783, -0.8392], [3.5016, 0.0863, 0.2828], [1.5389, -0.4627, -0.1518], [0.9866, 1.7479, 0.0452], [0.0801, 2.0704, 1.2531], [0.8316, 2.3292, 2.5378], [1.8514, 1.5344, 2.7572], [0.0073, 2.1793, 3.5680], [1.3186, 3.5690, 2.5656], [-0.6922, -0.8175, -0.4061], [-1.3632, 0.3290, -0.9546], [-2.7323, 0.0753, -1.1542], [-3.0090, -0.9037, -2.3260], [-3.9972, -1.8647, -1.9701], [-3.4987, -3.1786, -1.7887], [-3.4117, -3.6375, -0.3288], [-4.6596, -3.7918, 0.3141], [-5.1627, -2.5933, 0.8668], [-4.3659, -2.0536, 2.0651], [1.9952, -2.5911, -0.3715], [3.2013, -2.9507, 0.2251], [3.4314, -3.0951, 1.3362], [4.1929, -3.2010, -0.6454], [1.0015, -3.4236, 0.2151], [0.4429, -4.2045, -0.4105], [0.6760, -3.2953, 1.4865], [1.7863, -0.2204, -2.7333], [2.3038, 1.1061, -3.1413], [2.6523, -1.4453, -3.4633], [0.2784, -0.3526, -3.4743], [6.0795, -0.8839, 0.2314], [6.6192, 0.1766, -1.0604], [6.0125, 0.8465, 0.5292], [4.4001, -0.8153, -1.4601], [4.3589, 1.0185, -1.3897], [3.5366, 0.9582, 0.8011], [1.2572, -0.7057, 1.6328], [0.5063, 2.0927, -0.8731], [1.9243, 2.3150, 0.1014], [-0.4490, 3.0063, 1.0355], [-0.6759, 1.3080, 1.4324], [-1.1392, -0.9592, 0.6010], [-0.9046, -1.7474, -0.9633], [-3.1993, -0.2656, -0.2172], [-3.1863, 1.0389, -1.4160], [-3.3745, -0.3419, -3.1910], [-2.0458, -1.3323, -2.6198], [-2.5188, -3.3622, -2.2484], [-4.2024, -3.8516, -2.2996], [-2.9500, -4.6310, -0.3513], [-2.7028, -2.9874, 0.2011], [-5.3043, -1.7867, 0.1391], [-6.1628, -2.8344, 1.2433], [-4.0898, -2.8215, 2.7883], [-5.0288, -1.3457, 2.5793], [-3.5063, -1.4543, 1.7592], [2.8503, -1.0839, -4.3453], [0.4952, -0.6194, -4.3817], [0.8435, 6.7917, 2.8485], [0.1835, 7.5722, 1.7639], [0.3576, 7.2071, 0.6197], [-0.4882, 8.5289, 2.1083], [1.4031, 5.9774, 2.4042], [1.5033, 7.4708, 3.3813], [0.0621, 6.4126, 3.5006]],
  "mulliken_charge": [-1.44, -0.14, -0.49, -0.74, -1.37, -0.15, 0.64, -0.21, -0.33, -0.26, -1.17, -0.07, -0.25, -0.47, -0.44, -0.64, -0.09, -0.45, -0.17, -0.96, -0.27, 0.63, -0.44, -0.31, 0.53, -0.49, -0.23, 1.13, -0.77, -0.57, -0.45, 0.30, 0.41, 0.34, 0.30, 0.37, 0.20, 0.03, 0.52, 0.75, 0.36, 0.03, 0.71, 0.84, 0.14, 0.33, 0.33, 0.24, 0.41, 0.39, 0.37, 0.06, 0.20, 0.36, 0.32, 0.37, 0.12, 0.35, 0.28, -0.61, 0.89, -0.51, -0.55, 0.24, 0.30, 0.27]
}


{
  "formula": "CH2N2O3",
  "method": "ωB97M-V/def2-TZVPD",
  "lumo_ev": -0.97,
  "homo_lumo_gap_ev": 8.92,
  "relative_energy_kj_mol": 441.3,
  "species": ["C", "N", "N", "O", "O", "O", "H", "H"],
  "coordinates": [[-0.3199, 0.1782, 0.2564], [0.2443, -1.5083, 0.7241], [0.0728, 0.5817, -1.0671], [-0.7734, 0.5322, -1.9231], [0.6620, -1.6287, 1.7920], [1.2661, 0.7856, -1.1690], [-1.4658, 0.2472, 0.5280], [0.3139, 0.8120, 0.8587]],
  "mulliken_charge": [-0.48, 0.21, 0.86, -0.53, -0.19, -0.52, 0.31, 0.34]
}


{
  "formula": "C51H47BiCl3GeN5O2",
  "method": "ωB97M-V/def2-TZVPD",
  "lumo_ev": -0.05,
  "homo_lumo_gap_ev": 6.67,
  "relative_energy_kj_mol": 46.3,
  "species": ["Bi", "C", "N", "C", "C", "C", "C", "C", "C", "N", "C", "C", "C", "C", "C", "C", "N", "C", "C", "C", "C", "C", "N", "H", "H", "H", "H", "H", "H", "H", "H", "H", "H", "H", "H", "H", "H", "H", "H", "H", "H", "Cl", "C", "Cl", "H", "H", "Cl", "C", "C", "C", "C", "C", "C", "C", "O", "O", "H", "H", "H", "H", "C", "C", "C", "C", "N", "C", "C", "H", "H", "H", "H", "H", "H", "H", "C", "Ge", "C", "C", "C", "C", "C", "C", "C", "C", "C", "C", "C", "C", "C", "C", "C", "C", "C", "C", "H", "H", "H", "H", "H", "H", "H", "H", "H", "H", "H", "H", "H", "H", "H", "H"],
  "coordinates": [[-0.4370, 0.3736, 0.9654], [1.7125, 2.2145, 2.6482], [0.3823, 2.7149, 2.4147], [0.3385, 3.9016, 1.5948], [-0.9989, 3.9842, 0.9181], [-1.6835, 5.1857, 0.8008], [-2.9154, 5.1937, 0.1690], [-3.4280, 3.9993, -0.3097], [-2.6716, 2.8498, -0.1491], [-1.4881, 2.8524, 0.4332], [-0.4247, 2.8412, 3.6156], [-0.6250, 1.5186, 4.3098], [0.1690, 1.1180, 5.3779], [-0.0796, -0.1054, 5.9773], [-1.1235, -0.8800, 5.4956], [-1.8551, -0.3917, 4.4259], [-1.6268, 0.7766, 3.8521], [2.3919, 1.8584, 1.3731], [3.7715, 1.9762, 1.2287], [4.3695, 1.6383, 0.0298], [3.5646, 1.1825, -1.0130], [2.2164, 1.0362, -0.7819], [1.6433, 1.3678, 0.3733], [1.6017, 1.2579, 3.1993], [2.3403, 2.9015, 3.2425], [1.1089, 3.8187, 0.8217], [0.5341, 4.8320, 2.1592], [-1.2456, 6.0927, 1.1879], [-3.4637, 6.1177, 0.0620], [-4.3904, 3.9660, -0.7906], [-3.0015, 1.8824, -0.5020], [-1.4077, 3.2129, 3.3113], [0.0243, 3.5655, 4.3192], [0.9796, 1.7397, 5.7301], [0.5403, -0.4529, 6.7876], [-1.3592, -1.8395, 5.9319], [-2.6768, -0.9688, 4.0098], [4.3576, 2.3272, 2.0658], [5.4381, 1.7294, -0.0930], [3.9810, 0.9209, -1.9724], [1.5462, 0.6382, -1.5296], [-4.2659, 2.5216, 2.4255], [-4.8042, 0.8426, 2.3624], [-3.7497, -0.1507, 1.3302], [-5.8085, 0.8205, 1.9447], [-4.7657, 0.4442, 3.3738], [4.0500, -5.4811, -0.3461], [3.5898, -4.2599, 0.7983], [3.1340, -3.0404, 0.3314], [2.6974, -2.1009, 1.2459], [2.7299, -2.3673, 2.6071], [3.2316, -3.5823, 3.0524], [3.6609, -4.5381, 2.1525], [2.1982, -1.3248, 3.6009], [2.6426, -1.3435, 4.7459], [1.3386, -0.5401, 3.1234], [3.1066, -2.8341, -0.7273], [2.3043, -1.1562, 0.9001], [3.2774, -3.7640, 4.1159], [4.0439, -5.4872, 2.4945], [0.7385, -6.3048, 1.3853], [0.2738, -4.8884, 1.3236], [-0.1033, -4.1739, 2.4551], [-0.4727, -2.8441, 2.3345], [-0.4898, -2.2181, 1.1680], [-0.1335, -2.8878, 0.0819], [0.2312, -4.2169, 0.1024], [0.7699, -6.6719, 2.4081], [1.7340, -6.3824, 0.9506], [0.0804, -6.9371, 0.7909], [-0.0910, -4.6478, 3.4240], [-0.7302, -2.2525, 3.2010], [-0.1384, -2.3166, -0.8369], [0.5084, -4.7196, -0.8104], [-1.1505, -0.0562, -0.9780], [-0.8092, 0.2185, -2.8450], [0.0875, 1.9034, -3.3986], [0.1559, 3.0003, -2.5515], [0.6744, 4.2059, -2.9891], [1.1542, 4.3285, -4.2826], [1.1024, 3.2378, -5.1348], [0.5637, 2.0415, -4.6962], [-2.5635, 0.2273, -3.7883], [-3.5249, 1.1446, -3.3823], [-4.7847, 1.1650, -3.9506], [-5.1064, 0.2563, -4.9449], [-4.1514, -0.6479, -5.3778], [-2.8906, -0.6581, -4.8045], [0.2918, -1.3152, -3.5164], [1.6499, -1.1610, -3.7643], [2.4553, -2.2524, -4.0419], [1.9076, -3.5241, -4.0868], [0.5533, -3.6935, -3.8547], [-0.2401, -2.5999, -3.5565], [-1.8438, -0.8903, -0.8883], [-0.2059, 2.8949, -1.5386], [0.6947, 5.0587, -2.3232], [1.5627, 5.2696, -4.6251], [1.4725, 3.3265, -6.1466], [0.5101, 1.1967, -5.3716], [-3.2718, 1.8520, -2.6052], [-5.5210, 1.8856, -3.6185], [-6.0970, 0.2531, -5.3788], [-4.3934, -1.3513, -6.1627], [-2.1492, -1.3689, -5.1465], [2.0843, -0.1683, -3.7282], [3.5148, -2.1160, -4.2134], [2.5384, -4.3797, -4.2836], [0.1217, -4.6847, -3.8909], [-1.2897, -2.7427, -3.3339]],
  "mulliken_charge": [2.25, -0.14, 0.53, -1.17, 0.28, -1.23, -0.81, -1.41, -1.19, 1.81, -0.33, -0.06, -0.39, -0.65, -0.51, -0.13, -0.05, 0.68, -1.23, -0.92, -1.05, 0.01, 0.95, -0.61, 0.54, 0.32, 0.39, 0.54, 0.48, 0.54, 1.10, 0.32, 0.33, 0.34, 0.36, 0.43, 0.34, 0.58, 0.47, 0.58, -0.74, -0.08, -0.57, 0.02, 0.45, 0.35, -0.22, 0.29, -1.12, 0.63, 0.01, -0.80, -0.63, -0.60, -0.78, 0.34, 0.71, 0.62, 0.52, 0.47, -1.47, 0.84, -0.70, -0.39, -0.31, -0.63, -0.67, 0.36, 0.21, 0.41, 0.40, -0.36, 0.45, 0.60, -0.36, 2.09, 0.16, 0.19, -0.65, -0.68, -0.74, -0.38, -0.05, -0.75, -0.65, -0.49, -0.70, -0.46, -0.19, -0.13, -0.82, -0.54, -0.79, -0.32, 0.50, 0.16, 0.45, 0.39, 0.42, 0.41, 0.37, 0.41, 0.38, 0.41, 0.35, 0.35, 0.43, 0.40, 0.45, 0.44]
}


{
  "formula": "C2H4N2",
  "method": "ωB97M-V/def2-TZVPD",
  "lumo_ev": 1.17,
  "homo_lumo_gap_ev": 11.24,
  "relative_energy_kj_mol": 381.7,
  "species": ["C", "C", "N", "N", "H", "H", "H", "H"],
  "coordinates": [[0.3395, 0.7360, 0.4299], [-0.7448, -0.2246, 0.0142], [0.0133, -1.2537, -0.6013], [0.1885, 0.2126, -0.9262], [-0.0044, 1.7545, 0.4093], [1.1796, 0.2470, 0.9151], [-1.8710, 0.0464, -0.0731], [0.8994, -1.5181, -0.1679]],
  "mulliken_charge": [-0.28, 0.08, -0.37, -0.36, 0.24, 0.23, 0.22, 0.24]
}